<one>
Formula: CH4NO2
Source: OMol25
Level of theory: wB97M-V/def2-TZVPD

For the LUMO energy, the calculation gives -8.0997 eV. The multiplicity is 1. Its total charge is +1.

XYZ file:
```
8
Properties=species:S:1:pos:R:3:mulliken_charge:R:1
C -0.539 0.232 1.099 -0.4587
N -0.343 -0.109 -0.170 0.0679
O 0.914 -0.646 -2.052 -0.2591
O 0.801 -0.613 -0.662 0.1492
H 0.226 0.103 1.933 0.3818
H -1.077 1.139 0.887 0.3410
H -1.529 -0.225 1.368 0.3506
H 1.547 0.118 -2.402 0.4273
```

<two>
Formula: CH4NO2
Source: OMol25
Level of theory: wB97M-V/def2-TZVPD

For the LUMO energy, the calculation gives -8.4531 eV. The multiplicity is 1. Its total charge is +1.

XYZ file:
```
8
Properties=species:S:1:pos:R:3:mulliken_charge:R:1
C 1.079 0.189 -0.007 -0.5641
N -0.166 -0.258 -0.181 -0.0323
O -2.284 -0.238 0.021 -0.1898
O -1.163 0.527 -0.087 0.2737
H 1.107 1.292 -0.161 0.3555
H 1.380 -0.170 1.138 0.3385
H 1.896 -0.165 -0.552 0.3204
H -1.848 -1.178 -0.171 0.4981
```

The most stable arrangement is <two>, and the next structure is 0.0086 hartree less stable.

<one>
Formula: C5H7FOS
Source: OMol25
Level of theory: wB97M-V/def2-TZVPD

For the LUMO energy, the calculation gives -0.6153 eV. The multiplicity is 1.

XYZ file:
```
15
Properties=species:S:1:pos:R:3:mulliken_charge:R:1
C 0.188 1.701 0.916 -0.7750
C 0.125 0.108 1.052 0.2002
C -0.692 -0.416 -0.205 0.1546
C 0.036 0.105 -1.336 0.3910
C -0.438 0.337 -2.603 -0.8359
H 1.017 2.008 -0.089 0.2192
H -0.993 2.255 0.870 0.1617
H 0.573 2.303 1.832 0.3478
H -0.573 -1.446 -0.091 0.2970
H -2.398 0.865 -0.111 0.3883
H 0.298 0.698 -3.446 0.2734
H -1.512 0.509 -2.522 0.3029
O -2.060 -0.362 -0.601 -0.5911
F 1.401 -0.132 -1.359 -0.2873
S 0.759 -0.882 2.103 -0.2469
```

<two>
Formula: C5H7FOS
Source: OMol25
Level of theory: wB97M-V/def2-TZVPD

For the LUMO energy, the calculation gives 0.6985 eV. The multiplicity is 1. The structure (SMILES) is O[C@@]12CCS[C@H]1[C@@H]2F.

XYZ file:
```
15
Properties=species:S:1:pos:R:3:mulliken_charge:R:1
O -0.125 0.708 1.514 -0.5254
C -0.500 0.203 0.253 0.3372
C 0.343 0.804 -0.805 -0.8200
C 1.731 0.152 -0.377 -0.6216
S 1.427 -1.515 0.462 -0.1760
C -0.294 -1.302 0.046 -0.4239
C -1.621 -0.710 0.525 0.1689
F -2.640 -0.887 -0.359 -0.2903
H -0.764 1.423 1.769 0.3554
H 0.020 0.477 -1.790 0.2795
H 0.325 1.882 -0.808 0.3214
H 2.358 -0.006 -1.245 0.4267
H 2.112 0.890 0.338 0.3325
H -0.418 -1.428 -1.072 0.2480
H -1.953 -0.691 1.550 0.3876
```

<three>
Formula: C5H7FOS
Source: OMol25
Level of theory: wB97M-V/def2-TZVPD

For the LUMO energy, the calculation gives -0.2509 eV. The multiplicity is 1.

XYZ file:
```
15
Properties=species:S:1:pos:R:3:mulliken_charge:R:1
C 2.250 -0.749 -0.975 -0.8915
C 1.515 -0.587 0.187 0.4917
C 1.877 -0.163 1.423 -0.6283
C -0.929 -0.039 0.116 0.2630
C -0.619 1.383 0.020 -0.2917
H 3.203 -0.107 -0.938 0.3168
H 2.324 -1.920 -1.161 0.2406
H 1.541 -0.284 -1.827 0.2666
H 2.977 0.037 1.812 0.2281
H 1.093 0.146 2.127 0.2564
H -1.419 1.924 -0.875 0.2830
H -1.060 2.071 1.128 0.2528
O 0.135 -0.816 -0.118 -0.3241
F 0.598 1.691 -0.460 -0.2271
S -2.480 -0.602 0.012 -0.2361
```

<four>
Formula: C5H7FOS
Source: OMol25
Level of theory: wB97M-V/def2-TZVPD

For the LUMO energy, the calculation gives 0.6607 eV. The multiplicity is 1. The structure (SMILES) is C=C(F)[C@]1(S)C[C@H]1O.

XYZ file:
```
15
Properties=species:S:1:pos:R:3:mulliken_charge:R:1
C 1.899 -0.662 -0.990 -0.8004
C 1.428 0.125 -0.081 0.0857
F 2.246 0.845 0.706 -0.2628
C 0.001 0.410 0.142 0.4850
S -0.577 2.090 -0.236 -0.2164
C -0.655 -0.127 1.456 -0.7192
C -1.032 -0.697 0.099 -0.1911
O -2.298 -0.515 -0.453 -0.5135
H 2.961 -0.836 -1.004 0.3035
H 1.227 -1.012 -1.749 0.3317
H -0.478 1.996 -1.581 0.1514
H -1.388 0.507 1.969 0.2916
H -0.041 -0.776 2.057 0.2605
H -0.755 -1.722 -0.050 0.4494
H -2.536 0.375 -0.286 0.3445
```

The most stable arrangement is <four>, and the next structure is 0.0542 hartree less stable.

<one>
Formula: C8H10O
Source: OMol25
Level of theory: wB97M-V/def2-TZVPD

For the LUMO energy (spin up / spin down), the calculation gives -0.6675 / -0.7710 eV. The multiplicity is 1.

XYZ file:
```
19
Properties=species:S:1:pos:R:3:mulliken_charge:R:1
C 0.800 1.810 -0.022 -0.5914
C -0.602 1.683 0.013 -0.0463
C 1.768 0.725 0.035 0.6065
C -0.300 -0.719 -0.075 -0.8807
C -1.311 0.520 0.081 0.3541
C 1.278 -0.633 -0.044 0.4054
C -2.809 0.416 0.160 -1.2702
C 2.065 -1.873 -0.104 -1.2571
O 2.960 0.972 0.243 -0.7052
H 1.252 2.819 -0.140 0.3274
H -1.185 2.632 0.321 0.2168
H -0.607 -1.496 0.599 0.4497
H -0.492 -1.174 -0.969 0.4736
H -3.200 0.147 1.176 0.2607
H -3.161 -0.284 -0.468 0.3870
H -3.164 1.394 -0.296 0.3531
H 1.584 -2.664 -0.818 0.2955
H 2.035 -2.611 0.783 0.2818
H 3.091 -1.664 -0.477 0.3392
```

<two>
Formula: C8H10O
Source: OMol25
Level of theory: wB97M-V/def2-TZVPD

For the LUMO energy, the calculation gives -0.2406 eV. The multiplicity is 1.

XYZ file:
```
19
Properties=species:S:1:pos:R:3:mulliken_charge:R:1
C -0.731 2.244 -1.419 -1.1236
C -0.778 1.055 -0.713 1.6184
C 0.357 0.779 0.099 -0.8240
C 0.542 -0.497 0.795 0.7229
C -0.374 -1.118 1.426 -0.8630
C 1.865 -1.081 0.695 -0.3909
C -1.691 -0.023 -0.903 -0.9799
C -2.749 -0.610 -1.139 -0.2334
H -0.972 2.094 -2.473 0.3207
H -1.681 2.796 -1.107 0.2625
H 0.252 2.759 -1.268 0.3077
H 1.300 1.492 0.041 0.0067
H -0.245 -2.092 1.966 0.2643
H -1.466 -0.821 1.346 0.3106
H 2.354 -0.191 1.053 0.2840
H 1.865 -1.148 -0.389 0.2165
H 3.293 -1.795 1.941 0.3978
H -3.253 -1.596 -1.339 0.3070
O 2.111 -2.246 1.388 -0.6042
```

The most stable arrangement is <one>, and the next structure is 0.1368 hartree less stable.

<one>
Formula: C6H14N2
Source: OMol25
Level of theory: wB97M-V/def2-TZVPD

For the LUMO energy (spin up / spin down), the calculation gives -5.6665 / -7.3824 eV. The multiplicity is 2. Its total charge is +1. Its expectation value of S² is 0.77.

XYZ file:
```
22
Properties=species:S:1:pos:R:3:mulliken_spin:R:1
C 1.357 -1.515 -0.915 0.0285
C 2.032 -0.633 0.123 0.0292
C 1.074 0.433 0.774 0.0078
N -1.719 -0.258 0.067 0.3477
C -1.213 1.114 -0.024 0.1169
C 0.199 1.331 -0.105 0.3723
C -2.391 2.102 0.138 0.0737
N 0.700 -2.588 -0.111 0.0011
H 0.588 -0.988 -1.511 -0.0069
H 2.072 -1.978 -1.606 0.0016
H 2.859 -0.012 -0.222 -0.0032
H 2.330 -1.217 0.996 0.0017
H 0.450 0.033 1.571 0.0020
H 1.576 1.145 1.444 0.0343
H -1.397 0.370 1.007 -0.0239
H -1.336 -0.672 -0.785 -0.0051
H 0.586 2.127 -0.725 0.0186
H -3.231 1.405 0.156 -0.0021
H -2.621 2.557 -0.847 0.0123
H -2.280 2.867 0.887 -0.0068
H -0.112 -2.221 0.361 -0.0007
H 0.477 -3.400 -0.674 0.0007
```

<two>
Formula: C6H14N2
Source: OMol25
Level of theory: wB97M-V/def2-TZVPD

For the LUMO energy (spin up / spin down), the calculation gives -2.7955 / -7.2445 eV. The multiplicity is 2. Its total charge is +1. Its expectation value of S² is 0.75.

XYZ file:
```
22
Properties=species:S:1:pos:R:3:mulliken_spin:R:1
C 2.100 -0.278 0.879 -0.0016
N 0.773 -0.387 0.408 0.7267
C 0.625 -1.321 -0.812 -0.0125
C -0.177 -0.481 -1.869 0.0085
C -0.582 0.809 -1.229 0.0474
C 0.019 0.891 0.262 -0.0228
C -1.320 0.998 1.164 0.1111
N -2.225 -0.029 1.041 0.0093
H 2.430 -1.315 1.156 0.0131
H 2.124 0.342 1.851 0.0112
H 2.754 0.198 0.187 0.0445
H 0.106 -2.276 -0.489 0.0304
H 1.627 -1.733 -1.192 0.0272
H -1.007 -1.173 -2.327 -0.0022
H 0.595 -0.309 -2.598 0.0010
H -0.100 1.666 -1.693 0.0018
H -1.735 0.709 -1.209 -0.0003
H 0.709 1.680 0.556 0.0123
H -1.578 2.033 0.745 -0.0002
H -0.831 1.108 2.101 -0.0141
H -1.582 -0.996 1.100 0.0056
H -2.722 -0.134 1.967 0.0038
```

The most stable arrangement is <two>, and the next structure is 0.1068 hartree less stable.